Record 1
{"formula": "C33H34ClN3O5Sm", "method": "ωB97M-V/def2-TZVPD", "symbols": ["H", "O", "H", "H", "C", "H", "C", "C", "C", "C", "H", "C", "N", "C", "H", "C", "H", "C", "C", "H", "C", "C", "C", "H", "H", "H", "H", "O", "H", "H", "C", "C", "C", "H", "Cl", "H", "H", "H", "H", "H", "Sm", "H", "H", "C", "C", "N", "H", "H", "H", "C", "C", "C", "O", "H", "H", "N", "C", "C", "H", "H", "O", "C", "C", "C", "C", "C", "H", "C", "H", "C", "O", "H", "C", "H", "C", "H", "C"], "coordinates": [[8.652, -7.797, 15.428], [3.246, -0.465, 14.617], [3.780, -1.990, 11.061], [2.835, -3.205, 19.955], [7.450, -4.795, 19.476], [4.716, -9.374, 16.488], [5.452, -8.578, 16.295], [8.563, -2.626, 19.541], [0.871, -4.273, 16.708], [6.106, -2.840, 20.110], [5.872, -1.233, 21.427], [0.735, -4.772, 15.427], [3.163, -4.787, 16.737], [2.077, -4.379, 17.345], [9.344, -3.082, 20.112], [4.940, -3.664, 20.138], [-1.039, -1.998, 14.540], [1.002, -1.241, 14.682], [2.196, -1.125, 14.035], [5.866, -7.674, 19.459], [1.436, -2.485, 12.236], [3.606, -3.180, 20.693], [5.069, -5.036, 20.026], [6.463, -7.224, 21.008], [8.819, -2.436, 18.496], [3.959, -0.557, 12.192], [0.893, -0.813, 15.668], [4.553, -2.646, 15.528], [8.624, -6.459, 18.851], [1.766, -5.743, 13.864], [3.900, -5.982, 20.183], [0.196, -2.532, 12.865], [5.890, -1.359, 20.356], [7.567, -7.285, 19.658], [-1.038, -3.559, 12.239], [2.138, -4.043, 18.407], [4.023, -6.873, 19.582], [9.011, -4.961, 18.030], [6.617, -0.669, 19.969], [3.582, -2.167, 21.139], [5.622, -3.908, 17.359], [2.616, -0.558, 16.618], [4.058, -5.579, 14.966], [4.282, -1.751, 16.344], [3.052, -5.300, 15.508], [5.946, -6.272, 16.640], [3.746, -6.283, 21.190], [8.430, -1.638, 19.999], [4.683, -1.943, 12.661], [-0.074, -1.882, 14.095], [6.347, -5.600, 19.679], [-0.253, -3.593, 17.275], [7.606, -4.150, 16.471], [4.084, -7.250, 17.112], [-0.186, -4.628, 14.865], [-1.238, -3.038, 17.578], [6.566, -7.050, 19.944], [1.835, -5.364, 14.835], [9.537, -5.341, 19.749], [4.894, -1.061, 20.089], [4.582, -1.811, 17.592], [3.768, -1.598, 12.143], [7.150, -6.488, 16.093], [7.289, -3.407, 19.698], [3.522, -0.555, 16.033], [8.132, -5.233, 16.063], [4.127, 0.306, 16.329], [7.661, -7.742, 15.790], [3.026, -5.388, 19.909], [6.757, -8.781, 15.914], [9.246, -5.428, 15.625], [3.270, -3.863, 21.485], [5.140, -7.327, 16.703], [6.970, -9.825, 15.709], [2.426, -1.698, 12.785], [1.530, -2.920, 11.290], [8.735, -5.372, 18.989]], "atomic_forces_ev_per_a": [[0.8, -0.3, -0.2], [0.8, 0.7, 0.6], [-0.1, 0.7, 1.7], [-0.5, 0.2, -0.6], [-0.8, 0.4, -0.2], [0.6, 0.3, -0.5], [0.0, -0.6, 0.8], [-0.9, 1.7, 0.4], [-0.9, 0.0, -0.2], [-1.6, 0.5, -1.2], [0.3, 0.2, 0.7], [-0.1, 0.0, -0.7], [1.3, -0.8, 0.0], [-0.3, 1.0, 1.9], [0.7, -0.4, -0.1], [-0.2, 0.3, 1.7], [-0.3, 0.1, 0.3], [-1.1, 0.3, 0.6], [0.8, -0.2, 0.4], [-0.6, -0.9, -0.7], [-1.3, 1.3, 1.2], [0.3, 0.5, 0.8], [1.3, -1.2, -1.1], [0.0, 0.0, 0.3], [0.3, -0.4, 0.1], [0.4, 1.4, -0.8], [-0.2, 0.2, 0.0], [0.7, -0.5, 0.0], [0.2, 0.7, -0.4], [0.0, -0.6, -1.3], [0.0, 1.3, -0.7], [-0.3, 0.4, 1.3], [0.0, -0.7, 0.8], [0.1, -0.8, 0.1], [-0.4, -0.3, -0.4], [0.2, -0.2, -1.1], [-0.2, 0.0, -0.2], [0.6, 0.4, 0.4], [0.2, 0.0, -0.4], [0.3, -0.6, -0.4], [-0.8, 0.3, 0.1], [-0.3, 0.1, 0.4], [-2.2, 0.4, 1.2], [0.0, -0.4, 1.2], [1.6, -0.1, -1.5], [0.0, -0.2, -0.6], [0.0, -0.3, 1.1], [0.1, -0.2, -0.2], [-0.9, -0.6, 0.2], [1.2, -1.1, -1.7], [-1.1, 0.0, 1.4], [-2.4, 1.2, 0.7], [-0.6, 1.0, 0.4], [1.5, 0.7, -0.3], [0.1, -0.2, 0.2], [2.2, -1.1, -0.5], [0.0, 0.5, 0.0], [0.5, 0.7, 1.2], [-0.1, 0.5, -0.5], [-0.2, 0.1, -0.7], [0.6, -0.7, 0.0], [0.6, -0.4, -1.4], [1.6, 1.3, 0.9], [1.8, -0.2, -0.4], [-1.0, 1.1, -2.5], [0.1, -2.5, -1.7], [-0.2, 0.0, -0.2], [-1.7, 0.5, 0.0], [-0.2, -0.7, -0.1], [0.4, -1.7, -0.7], [-0.4, 0.4, 0.4], [0.2, 0.2, -0.1], [-3.0, 0.5, 1.1], [0.7, 0.2, -0.2], [0.8, -1.3, 0.4], [0.4, -0.8, -1.2], [0.4, -1.2, 0.7]], "lowdin_spin": [0.000, 0.000, 0.000, 0.000, -0.003, 0.000, 0.000, 0.000, 0.000, -0.005, 0.000, 0.000, -0.005, 0.000, 0.000, -0.003, 0.000, 0.000, 0.000, 0.000, 0.000, 0.000, -0.003, 0.000, 0.000, 0.000, 0.000, -0.008, 0.000, 0.000, 0.000, 0.000, -0.001, 0.000, 0.000, 0.000, 0.000, 0.000, 0.000, 0.000, 5.068, 0.000, 0.000, -0.001, 0.000, -0.009, 0.000, 0.000, 0.000, 0.000, -0.002, 0.000, -0.015, 0.000, 0.000, 0.000, 0.000, 0.000, 0.000, 0.000, -0.009, 0.000, 0.000, -0.003, 0.000, 0.000, 0.000, 0.000, 0.000, 0.001, -0.001, 0.000, 0.000, 0.000, 0.000, 0.000, 0.000], "lumo_energy_ev": [-3.4979, -3.1250], "e_homo_ev": [-10.57, -10.57], "spin_multiplicity": 6, "energy_ev": -79904.789, "charge": 1, "gap_ev": [7.0677, 7.4408]}

=====

Record 2
{"formula": "C33H34F6GeMoNO2S", "method": "ωB97M-V/def2-TZVPD", "symbols": ["H", "H", "H", "H", "H", "S", "H", "C", "C", "C", "C", "C", "H", "C", "C", "H", "C", "N", "O", "H", "F", "H", "C", "H", "H", "F", "Ge", "H", "C", "H", "Mo", "C", "H", "H", "H", "C", "H", "F", "H", "H", "C", "H", "F", "F", "C", "C", "C", "C", "H", "C", "H", "C", "H", "H", "H", "C", "H", "C", "C", "C", "H", "H", "C", "C", "H", "C", "C", "C", "H", "H", "C", "H", "H", "O", "C", "F", "C", "C", "C"], "coordinates": [[-2.186, -2.342, 3.995], [0.861, -3.107, -4.851], [0.006, -0.803, 7.166], [5.944, 0.638, 0.091], [0.253, -5.691, 1.279], [-0.739, -2.620, -1.565], [-3.940, -1.846, 0.118], [-4.192, 0.634, -3.330], [-1.647, -3.075, 3.411], [0.292, 3.474, -1.273], [0.111, -3.629, 1.827], [-2.065, -4.393, 3.395], [1.690, 4.667, -4.172], [-0.135, 0.934, 3.705], [-1.835, 0.928, -2.958], [4.902, 0.615, 1.522], [0.817, -3.103, -3.763], [0.237, -0.789, 1.409], [2.584, 0.540, 0.125], [-0.065, 1.660, 6.999], [5.136, 2.959, 0.108], [0.074, 4.711, 0.484], [-0.140, -0.475, 3.785], [1.927, 6.746, -2.831], [1.111, 6.735, -0.475], [2.771, 0.964, -2.432], [-0.659, 1.928, -0.491], [-2.682, 0.260, -4.812], [3.907, 2.545, -0.115], [-0.179, 1.414, 2.739], [0.923, -0.160, -0.067], [-0.552, -2.680, 2.623], [0.977, -3.337, 1.248], [-1.237, -3.793, -3.499], [0.653, 2.645, -3.228], [-2.092, 1.365, -1.655], [-5.009, 0.362, -3.986], [3.438, 3.198, -1.190], [-5.475, 1.114, -1.680], [-3.630, 1.766, -0.192], [3.865, 0.998, -0.312], [-0.017, -2.172, 5.129], [4.007, -0.712, -1.927], [3.140, 2.887, 0.919], [-2.875, -2.068, 0.066], [-0.141, -1.286, 2.609], [-3.408, 1.424, -1.196], [-0.053, -0.327, 6.197], [-2.741, -1.482, -2.045], [-1.381, -5.329, 2.629], [-1.179, 2.409, 0.868], [-0.288, -4.949, 1.851], [-0.818, 0.860, -3.330], [-2.960, -3.231, -1.769], [-1.697, -6.365, 2.641], [0.745, 3.506, -2.580], [-0.146, 2.769, 4.796], [1.344, 4.696, -3.146], [-4.454, 1.055, -2.035], [1.480, 5.862, -2.397], [1.461, -2.295, -3.415], [4.884, -0.752, 0.386], [4.973, 0.328, 0.474], [-0.084, 1.060, 6.099], [-1.109, -2.046, -3.807], [-0.085, -1.096, 5.053], [0.432, 4.660, -0.538], [3.927, 0.615, -1.806], [-2.343, -1.208, 0.473], [-2.920, -4.694, 3.986], [-2.496, -2.319, -1.384], [1.212, -4.054, -3.407], [-2.676, -2.943, 0.687], [-0.090, -1.153, -1.434], [-0.627, -2.901, -3.329], [4.935, 1.180, -2.424], [-2.881, 0.573, -3.795], [1.030, 5.852, -1.097], [-0.122, 1.690, 4.851]], "atomic_forces_ev_per_a": [[0.0, 0.0, 0.0], [0.0, 0.0, 0.0], [0.0, 0.0, 0.0], [0.0, 0.0, 0.0], [0.0, 0.0, 0.0], [-0.2, -0.1, -0.1], [0.0, 0.0, 0.0], [-0.1, 0.0, 0.0], [0.0, 0.0, 0.1], [0.3, 0.3, 0.3], [0.0, -0.1, -0.1], [0.0, 0.0, 0.0], [-0.1, -0.1, 0.0], [0.0, 0.3, 0.1], [0.0, -0.1, -0.1], [0.0, 0.0, 0.0], [0.0, 0.0, 0.0], [1.0, 1.3, -1.4], [-1.1, -0.1, 0.0], [0.0, 0.0, 0.0], [0.2, -0.1, 0.0], [0.1, 0.0, 0.0], [0.0, -0.3, -0.7], [0.0, 0.0, 0.0], [-0.1, -0.1, 0.0], [-0.1, -0.1, 0.1], [-0.4, 2.6, -0.3], [0.0, 0.0, 0.0], [-0.4, 0.7, -0.5], [0.0, 0.1, -0.1], [-0.9, -1.7, -0.1], [0.2, 0.2, -0.1], [0.1, 0.0, 0.0], [0.0, 0.0, 0.0], [0.1, 0.0, -0.1], [0.0, -0.7, 0.0], [0.0, 0.0, 0.0], [0.1, -0.3, 0.2], [0.0, 0.0, 0.0], [0.0, 0.0, 0.0], [0.5, -0.1, -0.1], [0.0, 0.0, 0.0], [0.0, -0.3, 0.0], [-0.1, -0.1, 0.3], [0.0, -0.1, 0.0], [-0.2, -0.5, 1.1], [0.1, -0.1, 0.1], [0.0, -0.2, -0.1], [0.0, 0.0, 0.0], [0.0, 0.0, 0.0], [0.0, -0.3, 0.1], [0.1, 0.1, -0.1], [0.0, 0.1, 0.0], [0.1, 0.0, 0.0], [0.0, 0.0, 0.0], [1.1, 1.5, -1.6], [0.0, 0.0, 0.0], [-0.9, -1.7, 0.7], [0.0, 0.1, 0.0], [-0.1, -0.8, -0.3], [0.0, 0.0, 0.0], [0.0, 0.0, 0.0], [-0.1, -0.1, 0.1], [0.0, 0.0, 0.0], [0.0, 0.0, 0.0], [-0.1, -0.1, 0.4], [0.7, 1.4, -0.1], [-0.2, 0.2, -0.2], [0.0, 0.1, 0.0], [0.0, 0.0, 0.0], [-0.1, 0.3, 0.1], [0.0, 0.0, 0.0], [0.0, 0.0, 0.0], [1.3, 0.4, 1.0], [0.2, 0.1, -0.2], [0.1, 0.0, 0.1], [0.1, 0.0, 0.0], [-1.1, -1.7, 1.3], [0.0, 0.1, -0.2]], "mulliken_charge": [0.615, 0.417, 0.458, 0.417, 0.511, 0.607, 0.520, -0.580, -0.423, 0.303, -0.304, -0.938, 0.442, -0.196, -0.117, 0.448, -1.159, -0.610, -0.468, 0.450, -0.249, 0.401, 0.860, 0.458, 0.439, -0.117, 0.830, 0.488, 0.581, 0.353, 1.766, 1.045, 0.707, 0.612, 0.182, 0.772, 0.455, -0.181, 0.489, 0.434, 0.859, 0.617, -0.244, -0.250, -0.901, -0.494, -0.499, -0.981, -0.283, -0.511, -0.224, -0.858, 0.284, 0.771, 0.477, 0.055, 0.481, -0.760, -0.672, -0.563, 0.223, 0.469, -1.722, -0.387, 0.091, -0.378, -0.470, 0.397, -0.026, 0.467, -0.075, 0.374, 0.279, -0.248, -0.332, -0.227, -0.893, -0.658, -0.902], "lumo_energy_ev": [-11.7812, -11.7830], "e_homo_ev": [-15.84, -15.84], "energy_ev": -125842.172, "charge": 3, "gap_ev": [4.0597, 4.0578]}

=====

- The lowest charge belongs to which entry?
  C33H34ClN3O5Sm

=====

- Which formula does entry 1 have?
  C33H34ClN3O5Sm